No. 1
Entry from the OMol25 dataset: the ion C4H10N3O2 with charge +1 in a non-equilibrium geometry (ωB97M-V/def2-TZVPD).

Computed properties:
* gap between HOMO and LUMO (alpha / beta): 7.1 / 5.9 eV
* relative energy (zero: lowest compared OMol25 entry of this formula, charge and spin): 92.93 kJ/mol
* lowest unoccupied orbital energy (alpha / beta): -3.3 / -8.3 eV

ORCA input file:
```
! RIJCOSX wB97M-V def2-TZVPD def2/J DEFGRID3
* xyz 1 3
C 0.1478 0.8115 0.6266
C -1.5247 0.0192 -1.0980
C -0.5061 -1.0028 -1.8153
C 1.5533 -0.8365 1.6552
N -0.8351 1.1505 -0.3682
N 0.3988 -0.4504 0.8271
N 0.7291 1.8813 1.1513
O -2.3712 -0.8248 -0.3676
O 0.1301 -0.5330 -2.8502
H -2.1217 0.4581 -1.8851
H -0.2102 -1.8225 -1.1609
H 1.1414 -1.5128 2.5013
H 1.9894 0.0551 2.0171
H 2.2902 -1.3628 0.9761
H -1.7599 1.6192 -0.0082
H 0.6224 2.7449 0.6745
H 1.3315 1.8347 1.9017
H -1.8522 -1.1439 0.3960
H 0.8470 -1.0849 -3.1733
*
```

No. 2
Entry from the OMol25 dataset: a cluster of 2 separate species, C4H10N3O2 in total in a non-equilibrium geometry (ωB97M-V/def2-TZVPD).

Computed properties:
* gap between HOMO and LUMO (alpha / beta): 5.8 / 7.6 eV
* relative energy (zero: lowest compared OMol25 entry of this formula, charge and spin): 168.08 kJ/mol
* lowest unoccupied orbital energy (alpha / beta): -3.0 / -6.0 eV

ORCA input file:
```
! RIJCOSX wB97M-V def2-TZVPD def2/J DEFGRID3
* xyz 1 3
C -0.8349 1.7742 0.6202
C -0.3230 0.9426 -0.2657
C -0.2351 0.4844 -1.5139
C 0.9074 -0.8227 0.9281
N -0.9645 -0.4248 -2.2030
N 0.0732 -1.0359 1.9431
N 1.1936 -1.8438 0.1135
O 1.0686 0.7326 -2.1661
O -0.7370 1.5944 2.0315
H -1.5623 2.4174 0.2605
H 1.4524 0.1700 0.9042
H -1.9899 -0.4826 -2.1035
H -0.4526 -1.1468 -2.7716
H -0.3632 -1.8863 2.0636
H -0.1568 -0.3121 2.6135
H 1.9902 -1.7410 -0.6151
H 1.1117 1.6549 -2.2940
H 0.4646 -2.5305 -0.0476
H -0.6422 2.4560 2.5022
*
```

No. 3
Entry from the OMol25 dataset: a structure of composition C4H10N3P in a non-equilibrium geometry (ωB97M-V/def2-TZVPD).

Computed properties:
* gap between HOMO and LUMO (alpha / beta): 6.8 / 7.2 eV
* lowest unoccupied orbital energy (alpha / beta): 0.6 / -1.8 eV

ORCA input file:
```
! RIJCOSX wB97M-V def2-TZVPD def2/J DEFGRID3
* xyz 0 3
C -0.0184 -1.0539 -0.0803
C 0.7115 0.4650 0.0261
C -0.3541 -1.5420 1.3196
C 1.0794 0.7880 -1.4069
N -1.1764 -1.2469 -0.8620
N -2.0983 -0.5432 -0.8512
N -0.0757 1.5177 0.7482
P -1.5635 1.1430 0.1798
H 0.7223 -1.8884 -0.3814
H 1.5549 0.2796 0.6885
H -0.7461 -2.6406 1.2721
H -1.0147 -0.8597 1.8742
H 0.6284 -1.4586 1.9394
H 0.2160 0.9288 -2.1276
H 1.5774 -0.0192 -1.8792
H 1.8637 1.6058 -1.6010
H -2.0872 2.0541 -0.8127
H -2.6020 1.1816 1.1401
*
```

No. 4
Entry from the OMol25 dataset: the ion C4H10N3S with charge +1 in a non-equilibrium geometry (ωB97M-V/def2-TZVPD).

Computed properties:
* gap between HOMO and LUMO: 9.4 eV
* relative energy (zero: lowest compared OMol25 entry of this formula, charge and spin): 380.00 kJ/mol
* lowest unoccupied orbital energy: -4.2 eV

ORCA input file:
```
! RIJCOSX wB97M-V def2-TZVPD def2/J DEFGRID3
* xyz 1 1
C -0.0153 -1.4213 -0.2567
C -1.1692 -0.6046 -0.6416
C 2.1835 -1.2858 0.6603
C -0.7370 2.4756 0.1450
N 0.7451 0.7055 0.4040
N 0.9827 -0.5180 0.2281
N -0.3397 1.1316 -0.0724
S -2.6332 -0.7014 0.3845
H -0.3237 -2.1277 0.5003
H 0.4487 -2.0823 -1.0613
H -1.4054 -0.3777 -1.6631
H 2.8144 -1.6694 -0.1717
H 2.7327 -0.4993 1.3074
H 1.9099 -2.1782 1.3391
H -0.1831 3.1711 -0.6684
H -0.5838 2.8920 1.1455
H -1.8915 2.5748 -0.1833
H -3.6217 -0.1616 -0.3485
*
```

Record order is preserved below.
E_tot: -12863.9001, -12863.1212, -18062.3040, -19605.4134 eV